Entry 1:
# C15H15BrHgN3O5

A molecular structure, C15H15BrHgN3O5 (ωB97M-V/def2-TZVPD, the Open Molecules 2025 dataset).

Geometry as XYZ:
```
40
Properties=species:S:1:pos:R:3:forces:R:3:mulliken_charge:R:1
Hg -0.1501 0.5482 -0.5590 -0.42 0.10 0.61 1.0880
O 3.6225 -0.8137 1.6093 0.13 -0.05 0.13 -0.5123
C 2.5685 -0.1538 1.0556 0.00 0.14 0.01 0.2836
O 2.1844 -0.4665 -0.0855 -0.45 0.23 -0.13 -0.7009
C 2.0029 0.8701 1.8744 0.13 -0.38 -0.39 0.2017
C 2.4759 1.1631 3.1668 -0.06 0.40 0.48 -0.4570
C 1.9242 2.1971 3.8745 0.42 -0.54 -0.09 -0.7329
C 0.8967 2.9596 3.2805 -0.42 0.22 -0.55 -0.7084
C 0.4550 2.6160 2.0132 0.55 -0.42 0.54 1.1512
N 0.9638 1.5838 1.3250 -0.27 -0.12 -0.47 -0.2535
C -0.6126 3.3609 1.2966 -0.40 0.24 -0.80 0.2545
O -1.3498 4.2281 2.0144 -0.04 0.13 -0.10 -0.4791
O -0.8409 3.2164 0.1161 0.01 0.24 0.78 -0.5302
H 3.9704 -1.4342 0.9533 -0.23 0.12 -0.04 0.3638
H 3.2747 0.5647 3.5748 0.06 -0.02 0.06 0.4836
H 2.2701 2.4420 4.8667 0.07 -0.02 0.06 0.4188
H 0.5201 3.8179 3.8189 -0.07 0.06 -0.04 0.1809
H -1.0508 4.2731 2.9311 0.00 -0.17 -0.07 0.2974
N -1.8267 0.9887 -4.7850 -0.05 0.01 -0.48 -0.4083
C -1.4014 0.9534 -3.5052 -0.37 -0.01 0.07 0.5712
O -0.2441 0.6865 -3.2386 0.40 -0.10 0.09 -0.6379
C -2.4663 1.2775 -2.4709 0.22 -0.06 0.31 -0.4269
C -2.2722 0.5794 -1.1293 0.47 0.01 -0.20 -1.4426
H -1.1528 0.8580 -5.5227 -0.03 0.05 0.08 0.2482
H -2.7538 1.2909 -5.0266 0.03 -0.04 0.07 0.1843
H -3.4501 1.0469 -2.8900 -0.01 0.10 -0.06 0.3516
H -2.4052 2.3587 -2.3194 -0.05 0.04 -0.03 0.3098
H -2.6757 -0.4349 -1.1630 0.18 0.01 0.07 0.4845
H -2.8042 1.1341 -0.3567 0.14 -0.07 0.04 0.4718
Br 1.3568 -5.1760 1.9885 -0.07 0.14 -0.10 -0.1949
C 0.5383 -4.2424 0.5528 0.02 -0.31 0.02 -0.2468
C 0.1720 -4.9316 -0.5948 0.07 0.32 0.10 -0.0817
C -0.3983 -4.2015 -1.6253 0.07 -0.07 0.16 -0.7797
C -0.5924 -2.8426 -1.4450 -0.08 0.06 0.03 -0.1023
N -0.2636 -2.1980 -0.3304 0.00 -0.07 -0.16 -0.1212
C 0.3067 -2.8799 0.6498 0.05 -0.18 0.11 -0.1692
H 0.3408 -5.9937 -0.6820 0.02 -0.07 0.02 0.4531
H -0.6831 -4.6832 -2.5472 -0.05 -0.01 -0.09 0.3847
H -1.0342 -2.2371 -2.2223 -0.06 0.09 -0.15 0.2912
H 0.5854 -2.3253 1.5349 0.06 0.00 0.10 0.5122
```
Positions in Å, forces in eV/Å.

**Spin multiplicity**: 2
**Orbital gap (alpha / beta)**: 0.2174 / 0.3347 Eh
**⟨S²⟩**: 0.763
**Molar mass**: 597.8 g/mol
**Strongest force on any atom**: 0.93 eV/Å

***

Entry 2:
# C25H12F2N4O2S2Sn

A molecular structure, C25H12F2N4O2S2Sn (ωB97M-V/def2-TZVPD, the Open Molecules 2025 dataset).

Geometry as XYZ:
```
48
Properties=species:S:1:pos:R:3:forces:R:3:mulliken_charge:R:1
Sn -0.5081 -0.0557 -0.3283 2.33 -1.86 -0.06 1.3859
O -3.6970 2.0688 -1.6028 0.33 -0.69 0.13 -0.6394
C -2.9105 1.1971 -1.3072 -0.46 -0.13 0.04 0.4316
O -1.6194 1.3648 -1.1882 -0.82 0.14 -0.30 -0.4951
C -3.4045 -0.2514 -1.0431 -0.79 -0.33 0.39 0.5666
C -4.7726 -0.5481 -1.2789 1.61 0.90 0.00 -0.7902
C -5.1744 -1.8498 -1.1264 -0.60 -0.63 0.27 -0.1616
C -4.2690 -2.8098 -0.6585 -0.48 -0.35 -0.24 -0.7171
C -2.9660 -2.4441 -0.3952 0.81 0.04 0.27 -0.1941
N -2.5285 -1.1795 -0.5614 -1.16 1.46 -1.06 -0.0209
H -5.4122 0.2850 -1.5776 0.17 -0.43 -0.03 0.4846
H -6.2149 -2.1317 -1.3432 0.56 0.10 0.15 0.4035
H -4.6014 -3.8516 -0.5225 0.37 0.66 -0.06 0.3731
H -2.1975 -3.1524 -0.0626 -0.44 0.25 -0.10 0.4031
S 0.8857 -0.4994 -2.4396 -0.99 0.72 0.40 -0.3879
C 2.1276 -1.5105 -1.7977 0.90 -1.19 1.39 0.5263
C 3.4391 -1.4296 -2.3259 -0.68 -0.04 -0.24 -0.8700
C 4.4643 -2.2729 -1.8955 -0.25 0.09 0.23 0.5030
C 5.7595 -2.1496 -2.5040 0.67 -0.05 -0.27 -0.1602
N 6.7993 -2.0483 -2.9976 -0.72 -0.04 0.32 -0.4963
C 4.2254 -3.2027 -0.8537 -0.16 0.23 -0.74 0.4777
C 2.9615 -3.2545 -0.2924 -0.66 -0.24 0.93 -0.8594
C 1.8921 -2.4267 -0.6970 1.13 0.60 -1.05 0.6315
S 0.4023 -2.5250 0.1784 -0.47 0.64 -0.02 -0.4917
C 5.2362 -4.1363 -0.4278 0.30 -0.12 0.28 -0.1745
N 6.0241 -4.8888 -0.0485 -0.41 0.38 -0.25 -0.4936
H 3.6228 -0.7214 -3.1501 0.00 -0.41 0.57 0.4525
H 2.7704 -3.9502 0.5532 0.23 0.53 -0.77 0.4390
F -1.5674 -0.6403 5.0421 0.56 0.81 -0.82 -0.3198
C -1.0543 0.1852 4.0722 -0.46 -0.05 0.16 0.2589
C -1.0009 -0.2935 2.7557 0.33 -0.14 0.06 -0.6334
C -0.5210 0.5183 1.7363 -0.58 1.59 0.54 0.1917
C -0.1734 1.8714 2.0266 -0.19 -0.79 0.46 0.1775
C -0.1913 2.2644 3.3726 0.51 0.18 -0.20 0.4324
F 0.3807 3.4579 3.6975 -0.56 -0.36 -0.01 -0.3328
C -0.6533 1.4838 4.4210 -0.19 -0.94 -0.47 -0.9057
C 0.2277 2.7842 0.9378 0.98 0.30 -0.92 0.7015
C 0.1424 4.1999 0.9851 -0.29 -1.18 0.47 -0.8574
C 0.4375 4.9118 -0.1582 0.01 0.23 -0.28 -0.3126
C 0.9396 4.2593 -1.2829 -0.13 -0.21 -0.05 -0.8218
C 1.1154 2.8781 -1.2152 0.04 0.03 0.37 -0.1037
N 0.7323 2.1409 -0.1594 -0.44 1.11 0.66 -0.1608
H -1.2867 -1.3121 2.4929 -0.02 0.14 0.49 0.4689
H -0.6871 1.8595 5.4426 0.09 -0.18 -0.30 0.4742
H -0.1976 4.6973 1.9010 0.10 -0.27 -0.59 0.3941
H 0.2593 5.9874 -0.1628 0.17 -0.25 -0.08 0.4083
H 1.1418 4.7997 -2.2133 0.12 -0.25 0.48 0.3788
H 1.6219 2.3212 -1.9975 -0.35 0.05 -0.13 0.4355
```
Positions in Å, forces in eV/Å.

**Orbital gap**: 0.2613 Eh
**Molar mass**: 621.2 g/mol
**Strongest force on any atom**: 2.98 eV/Å

***

Entry 3:
# C3H5Cl5

2 unconnected molecules or ions with the total composition C3H5Cl5 (ωB97M-V/def2-TZVPD, the Open Molecules 2025 dataset).

Geometry as XYZ:
```
13
Properties=species:S:1:pos:R:3:forces:R:3:mulliken_charge:R:1
Cl 2.5335 0.5530 1.6158 0.04 0.05 0.16 -0.1926
C 1.1150 0.6712 0.5635 -1.77 0.73 0.06 -0.1626
C 0.1421 1.8286 0.9366 0.23 -0.78 0.22 -0.4245
Cl 0.9786 3.3802 0.9783 0.10 0.65 -0.06 -0.2148
H 0.5001 -0.2185 0.6997 0.43 -0.24 -0.28 0.0305
H 1.4497 0.7689 -0.4692 -0.05 -0.12 0.19 0.3102
H -0.3435 1.6875 1.9021 0.53 -0.16 0.24 0.3112
H -0.7195 1.9066 0.2735 0.45 -0.18 -0.57 0.2978
C -1.1230 -2.1593 -1.3806 -0.75 -1.54 -0.65 0.0463
Cl -1.1203 -0.6405 -2.2285 0.20 2.33 -1.55 -0.4194
Cl -2.4513 -2.2092 -0.1716 -1.96 -0.11 1.72 -0.4821
Cl 0.4285 -2.6083 -0.6495 2.37 -0.72 0.79 -0.4301
H -1.3899 -2.9602 -2.0700 0.18 0.07 -0.28 0.3301
```
Positions in Å, forces in eV/Å.

**Spin multiplicity**: 2
**Charge**: -1
**Orbital gap (alpha / beta)**: 0.0975 / 0.3421 Eh
**⟨S²⟩**: 0.753
**Molar mass**: 218.3 g/mol
**Strongest force on any atom**: 2.81 eV/Å

***

Look up the strongest force on any atom of the first one.
0.93 eV/Å